1.
ORCA calculation (wB97M-V/def2-TZVPD) on 2 unconnected molecules or ions with the total composition C2H5F2N at a distorted geometry.

Geometry as XYZ:
```
10
Properties=species:S:1:pos:R:3:forces:R:3
C -0.913 1.260 -1.294 -0.74 -0.36 -0.83
C -0.258 0.614 -2.263 -1.39 2.76 0.30
F 0.752 -0.175 -2.069 0.62 -0.89 0.12
F -0.366 0.861 -3.552 -0.23 -0.17 -0.64
H -0.584 0.814 -0.408 0.29 -0.15 1.72
H -1.797 1.961 -1.225 1.44 -1.03 -0.94
N 0.446 -0.967 0.709 -2.30 -1.09 -2.55
H 1.191 -0.674 1.229 2.26 0.30 1.36
H 0.524 -1.736 0.032 0.48 0.75 0.90
H -0.417 -1.013 1.194 -0.43 -0.10 0.57
```
Forces are in eV/Å.

Output
DFT total energy, eV: -9078.78740
Kohn-Sham gap, eV: 10.6
HOMO energy, Ha: -0.3523
Relative energy (zero: lowest compared OMol25 entry of this formula, charge and spin), kJ/mol: 164.24
SMILES: C=C(F)F.N
Spin multiplicity: 1

2.
ORCA calculation (wB97M-V/def2-TZVPD) on a molecular structure, C2H5F2N3O2P2 at a distorted geometry.

Geometry as XYZ:
```
16
Properties=species:S:1:pos:R:3:forces:R:3
C -1.695 -0.121 -3.338 -1.79 2.87 -8.46
C -1.236 0.031 -2.232 3.16 -2.88 10.49
N 0.085 1.011 3.219 -0.45 -0.79 -0.11
N 2.062 0.568 -1.387 1.02 -1.44 -1.57
N 0.919 0.663 0.786 -2.27 -1.44 2.30
O -1.368 -0.465 1.358 1.60 -1.70 2.46
O -0.613 0.455 -1.123 -1.70 1.94 -1.74
F 0.471 -1.534 2.230 0.01 2.15 0.15
F 0.510 -1.609 -0.649 0.92 2.36 0.13
P -0.012 0.027 2.050 -0.56 -1.52 0.34
P 0.849 0.001 -0.684 0.99 -1.98 -1.15
H -2.085 -0.709 -4.099 -0.89 -1.40 -0.46
H -0.502 0.833 4.040 0.47 0.06 -0.36
H 2.517 -0.010 -2.112 -0.37 0.76 0.44
H 1.823 0.742 1.179 1.49 0.62 -0.21
H -1.724 0.118 0.760 -1.64 2.38 -2.24
```
Forces are in eV/Å.

Output
Expectation value of S²: 2.003
DFT total energy, eV: -34728.74888
Kohn-Sham gap (alpha / beta), eV: 6.1 / 7.3
HOMO energy (alpha / beta), Ha: -0.2059 / -0.3822
Relative energy (zero: lowest compared OMol25 entry of this formula, charge and spin), kJ/mol: 0.00
Spin multiplicity: 3

3.
ORCA calculation (wB97M-V/def2-TZVPD) on C2H5FIN in the gas phase at a distorted geometry.

Geometry as XYZ:
```
10
Properties=species:S:1:pos:R:3:forces:R:3
C -0.556 -0.978 0.454 1.85 -0.68 1.19
C 0.339 0.199 0.175 0.24 3.05 -1.76
N 0.118 0.876 -1.272 1.39 -2.01 3.08
F 0.069 1.225 1.154 0.32 -1.50 -1.08
I 2.558 -0.264 0.476 -1.67 0.29 -0.41
H -1.541 -0.701 0.446 -2.77 1.12 -1.17
H -0.367 -1.842 -0.172 0.08 0.11 -0.14
H -0.593 -1.283 1.518 1.23 0.06 -0.35
H -0.862 1.155 -1.334 0.56 0.29 0.13
H 0.834 1.615 -1.446 -1.24 -0.74 0.51
```
Forces are in eV/Å.

Output
DFT total energy, eV: -14462.48570
Kohn-Sham gap, eV: 9.7
HOMO energy, Ha: -0.3565
Relative energy (zero: lowest compared OMol25 entry of this formula, charge and spin), kJ/mol: 53.87
SMILES: C[C@@](N)(F)I
Spin multiplicity: 1

> Which value of relative energy (zero: lowest compared OMol25 entry of this formula, charge and spin) does entry 3 give?

53.87 kJ/mol

> What is the relative energy (zero: lowest compared OMol25 entry of this formula, charge and spin) in the first record?

164.24 kJ/mol

What did the third record say?
ORCA calculation (wB97M-V/def2-TZVPD) on C2H5FIN in the gas phase at a distorted geometry.

Geometry as XYZ:
```
10
Properties=species:S:1:pos:R:3:forces:R:3
C -0.556 -0.978 0.454 1.85 -0.68 1.19
C 0.339 0.199 0.175 0.24 3.05 -1.76
N 0.118 0.876 -1.272 1.39 -2.01 3.08
F 0.069 1.225 1.154 0.32 -1.50 -1.08
I 2.558 -0.264 0.476 -1.67 0.29 -0.41
H -1.541 -0.701 0.446 -2.77 1.12 -1.17
H -0.367 -1.842 -0.172 0.08 0.11 -0.14
H -0.593 -1.283 1.518 1.23 0.06 -0.35
H -0.862 1.155 -1.334 0.56 0.29 0.13
H 0.834 1.615 -1.446 -1.24 -0.74 0.51
```
Forces are in eV/Å.

Output
DFT total energy, eV: -14462.48570
Kohn-Sham gap, eV: 9.7
HOMO energy, Ha: -0.3565
Relative energy (zero: lowest compared OMol25 entry of this formula, charge and spin), kJ/mol: 53.87
SMILES: C[C@@](N)(F)I
Spin multiplicity: 1